(1)
DFT (the ωB97M-V functional and the def2-TZVPD basis) results for C24H25FIMoN3O6 as an isolated structure at a distorted geometry.

Values from the calculation:
<S²>: 2.1116
Spin multiplicity: 3
Charge: +2
Kohn-Sham gap (alpha / beta) in eV: 5.10 / 6.51
HOMO energy (alpha / beta) in eV: -13.887 / -13.917

Geometry as XYZ:
```
61
Properties=species:S:1:pos:R:3:forces:R:3:lowdin_spin:R:1
Mo -1.511 0.742 -1.485 3.6 0.2 1.1 1.991
C 0.856 1.514 5.683 0.0 0.4 -0.4 0.000
C 1.267 2.634 4.742 -1.1 1.4 -0.8 0.000
C 2.677 3.213 4.891 0.2 -0.6 -1.2 0.000
C 3.737 2.190 4.479 0.4 -0.3 0.4 0.000
C 3.419 1.583 3.137 0.8 -0.3 0.0 -0.001
C 4.437 0.913 2.437 -1.8 0.4 -1.1 0.001
C 4.135 0.433 1.146 1.0 -0.6 -0.1 -0.001
F 5.160 -0.233 0.515 -1.4 0.9 0.4 0.000
C 2.904 0.553 0.542 0.1 -1.0 -1.0 0.001
C 1.838 1.095 1.259 0.2 1.0 2.1 -0.002
C 0.491 1.088 0.779 -1.1 -0.3 -0.6 0.005
O 0.207 0.332 -0.323 -1.7 2.2 0.2 -0.001
C -0.489 1.806 1.529 -0.5 -0.4 0.1 -0.002
C -0.207 2.107 2.864 1.2 1.4 -0.6 0.001
N 1.050 2.173 3.303 -0.3 -0.3 1.4 -0.003
C 2.113 1.682 2.595 0.1 -1.4 -2.4 0.000
C -1.846 2.357 1.058 -0.9 0.2 1.9 0.009
O -2.639 2.937 1.797 1.9 -1.1 -0.8 0.018
O -2.090 2.222 -0.211 0.0 -1.4 -2.0 0.092
H 1.126 1.878 6.652 0.3 -0.3 0.9 0.000
H 1.252 0.526 5.447 0.4 0.2 0.1 0.000
H -0.219 1.427 5.682 -0.4 -0.1 0.0 0.000
H 0.531 3.507 4.865 1.0 -1.3 -0.2 0.000
H 2.809 3.486 5.922 0.1 0.4 0.4 0.000
H 2.857 4.081 4.209 -0.6 -0.4 0.8 0.000
H 3.880 1.385 5.237 -0.2 0.5 -0.4 0.000
H 4.707 2.703 4.374 -0.3 -0.2 0.2 0.000
H 5.458 0.763 2.756 -0.1 0.2 0.5 0.000
H 2.691 0.143 -0.468 0.4 0.3 0.9 0.000
H -0.960 2.503 3.548 0.0 -0.1 -0.4 0.000
C -5.650 -2.158 0.150 -1.3 -0.8 0.5 0.000
O -4.292 -2.218 -0.286 2.0 2.0 -0.6 0.002
C -3.708 -1.076 -0.696 0.4 -0.9 0.5 0.009
O -2.543 -0.780 -0.298 -1.8 0.1 -1.7 0.011
N -4.425 -0.285 -1.581 0.9 -1.0 1.2 0.002
N -3.702 0.752 -2.201 0.8 0.6 -1.9 0.009
H -5.768 -2.993 0.902 0.2 1.2 -0.7 0.000
H -6.320 -2.393 -0.699 0.2 0.3 0.4 0.000
H -5.832 -1.156 0.568 -0.3 -0.6 0.0 0.000
H -5.101 -0.816 -2.097 -0.5 0.3 -0.5 0.000
H -3.828 1.641 -1.739 -0.9 0.5 0.5 0.004
H -3.948 0.930 -3.237 0.4 -0.9 2.1 0.003
C -1.451 -0.675 -5.009 -0.5 -2.4 0.9 0.003
C -0.634 -1.312 -3.885 1.4 0.9 -1.0 0.009
O -0.665 -0.939 -2.690 -1.7 1.4 0.1 0.029
C 0.306 -2.384 -4.185 0.6 -1.2 -1.6 0.000
C 0.592 -2.967 -5.509 1.0 -0.5 2.6 0.003
C 1.387 -4.146 -5.504 -1.1 0.3 -1.3 0.000
C 1.915 -4.704 -4.323 -0.2 -0.3 -0.4 0.005
C 1.593 -4.162 -3.088 -0.2 0.8 0.2 -0.001
C 0.865 -2.967 -3.039 0.1 -0.2 -0.2 0.005
H -0.886 -0.154 -5.775 0.2 0.1 0.2 0.000
H -2.248 -0.089 -4.560 0.1 0.3 -0.3 0.001
H -1.891 -1.609 -5.474 0.1 1.2 0.1 0.000
H 0.418 -2.444 -6.442 -0.6 -0.3 0.1 0.000
H 1.450 -4.729 -6.475 0.5 1.0 1.2 0.000
H 2.597 -5.571 -4.400 -0.7 0.5 0.1 0.000
H 1.857 -4.647 -2.154 0.4 0.1 -0.2 0.000
H 0.707 -2.351 -2.147 0.1 -1.1 0.0 0.000
I -0.437 2.659 -3.085 -0.8 -1.2 0.6 -0.203
```
Positions in Å, forces in eV/Å.


(2)
DFT (the ωB97M-V functional and the def2-TZVPD basis) results for C46H43N4OPS2Y as an isolated structure.

Values from the calculation:
Charge: +1
Kohn-Sham gap in eV: 7.17
HOMO energy in eV: -9.704

Geometry as XYZ:
```
98
Properties=species:S:1:pos:R:3:forces:R:3:mulliken_charge:R:1
Y -0.385 -0.735 1.285 -0.2 0.1 0.0 -0.185
C 2.779 -1.604 1.631 0.0 0.1 -0.1 -0.822
N 1.520 -2.376 1.600 -0.1 0.1 0.0 1.770
C 1.492 -3.173 0.348 -0.1 0.1 0.0 -1.119
C 0.103 -3.691 0.033 0.1 0.1 0.0 -1.528
N -0.835 -2.592 -0.294 0.1 0.2 0.0 2.496
C -0.528 -2.012 -1.626 0.2 0.0 0.1 -0.899
C -2.228 -3.033 -0.252 -0.1 0.0 0.0 -0.937
C -2.563 -4.316 -0.668 0.0 0.0 0.0 -0.366
C -3.880 -4.746 -0.651 0.0 0.0 0.0 -1.024
C -4.876 -3.882 -0.224 0.0 0.0 0.0 -0.652
C -4.549 -2.598 0.177 0.0 0.0 0.0 -0.872
C -3.227 -2.147 0.169 -0.1 -0.1 0.0 1.304
S -2.916 -0.477 0.649 0.1 0.0 0.1 -0.410
C 1.407 -3.243 2.778 0.0 0.0 0.1 -0.670
C 2.495 -4.036 3.131 0.0 0.0 0.0 -0.536
C 2.450 -4.852 4.246 0.0 0.0 0.0 -1.022
C 1.293 -4.878 5.017 0.0 0.0 0.0 -0.674
C 0.206 -4.105 4.661 0.0 0.0 0.0 -0.966
C 0.229 -3.273 3.532 0.1 0.0 0.0 1.170
S -1.237 -2.382 3.129 0.0 0.0 0.0 -0.410
H 3.645 -2.220 1.373 0.0 0.0 0.0 0.508
H 2.720 -0.800 0.894 0.0 0.0 0.0 -0.233
H 2.923 -1.190 2.622 0.0 0.0 0.1 0.242
H 1.867 -2.533 -0.457 0.0 0.0 0.0 0.428
H 2.181 -4.016 0.435 0.0 -0.1 0.0 0.481
H 0.189 -4.389 -0.804 0.0 0.0 0.0 0.482
H -0.300 -4.228 0.890 0.0 0.0 0.0 0.769
H -0.325 -2.799 -2.357 0.0 0.0 0.0 0.391
H -1.369 -1.416 -1.960 -0.1 0.1 0.0 0.076
H 0.357 -1.363 -1.563 -0.1 0.0 -0.1 0.025
H -1.796 -5.002 -1.004 0.0 0.0 0.0 0.387
H -4.121 -5.752 -0.967 0.0 0.0 0.0 0.422
H -5.908 -4.207 -0.196 0.0 0.0 0.0 0.408
H -5.319 -1.918 0.517 0.0 0.0 0.0 0.511
H 3.398 -4.017 2.530 0.0 0.0 0.0 0.344
H 3.304 -5.461 4.508 0.0 0.0 0.0 0.440
H 1.240 -5.508 5.897 0.0 0.0 0.0 0.419
H -0.702 -4.133 5.250 0.0 0.0 0.0 0.498
C 1.877 0.562 4.247 0.1 0.0 -0.1 -0.441
C 0.854 0.047 5.024 -0.1 -0.1 0.1 -0.168
C -0.459 0.411 4.768 0.0 0.0 0.0 -0.453
C -0.750 1.312 3.750 0.0 0.0 -0.1 -0.543
C 0.280 1.836 2.966 0.1 -0.1 0.1 -0.802
C 1.596 1.440 3.205 0.0 0.0 0.0 -0.061
H 2.904 0.288 4.460 0.0 0.0 0.0 0.483
H 1.077 -0.644 5.827 0.0 0.0 0.0 0.390
H -1.260 -0.006 5.362 0.0 0.0 0.0 0.404
H -1.776 1.616 3.580 0.0 0.0 0.0 0.299
H 0.070 2.584 2.215 0.0 0.0 -0.1 0.585
H 2.406 1.865 2.625 0.0 0.0 0.0 0.493
O -0.215 1.135 -0.021 0.1 -0.2 0.1 0.434
P -0.770 2.111 -1.050 0.0 0.1 -0.1 2.010
C 0.551 3.269 -1.450 0.0 0.0 -0.1 0.575
C 1.700 3.269 -0.663 0.0 0.0 0.0 -0.109
C 2.711 4.187 -0.911 0.0 0.0 0.0 -0.833
C 2.585 5.096 -1.952 0.0 0.0 0.0 -0.658
C 1.445 5.091 -2.749 0.0 0.0 0.0 -0.834
C 0.429 4.185 -2.495 0.0 0.0 0.0 -0.424
C -1.345 1.370 -2.583 -0.1 0.0 0.0 0.674
C -2.629 0.815 -2.611 0.0 0.0 0.0 -0.898
C -3.085 0.189 -3.760 0.0 0.0 0.0 -0.679
C -2.274 0.129 -4.888 0.0 0.0 0.0 -0.746
C -1.011 0.705 -4.876 0.0 0.0 0.0 -0.814
C -0.551 1.327 -3.726 0.1 0.0 0.1 -0.698
C -2.174 3.033 -0.418 0.0 0.0 0.0 0.553
C -2.520 2.949 0.925 0.1 -0.1 0.0 0.238
C -3.588 3.682 1.420 0.0 0.0 0.0 -0.731
C -4.312 4.504 0.569 0.0 0.0 0.0 -0.672
C -3.979 4.583 -0.778 0.0 0.0 0.0 -0.754
C -2.918 3.846 -1.275 0.0 0.0 0.0 -0.618
H 1.796 2.546 0.138 0.0 0.0 0.0 0.199
H 3.598 4.195 -0.290 0.0 0.0 0.0 0.509
H 3.374 5.812 -2.146 0.0 0.0 0.0 0.454
H 1.348 5.795 -3.565 0.0 0.0 0.0 0.450
H -0.455 4.185 -3.123 0.0 0.0 0.0 0.331
H -3.255 0.854 -1.728 0.0 0.0 0.0 0.501
H -4.075 -0.249 -3.776 0.0 0.0 0.0 0.492
H -2.636 -0.354 -5.788 0.0 0.0 0.0 0.429
H -0.387 0.689 -5.761 0.0 0.0 0.0 0.544
H 0.420 1.804 -3.730 0.0 0.0 0.0 0.402
H -1.965 2.286 1.577 -0.1 0.1 -0.1 -0.463
H -3.861 3.602 2.464 0.0 0.0 0.0 0.500
H -5.149 5.073 0.952 0.0 0.0 0.0 0.410
H -4.555 5.211 -1.445 0.0 0.0 0.0 0.428
H -2.688 3.888 -2.333 0.0 0.0 0.0 0.325
N 2.502 1.650 -5.767 0.0 0.0 0.1 -0.550
C 2.897 1.453 -4.705 -0.1 0.0 -0.2 -0.046
C 3.356 1.188 -3.374 0.1 0.0 0.1 0.326
C 4.501 1.794 -2.869 0.0 0.0 0.0 -0.433
C 4.883 1.477 -1.578 0.0 0.0 0.0 -0.875
C 4.103 0.592 -0.853 0.0 0.0 0.0 -0.240
N 2.996 0.013 -1.323 0.1 0.0 0.0 0.087
C 2.642 0.301 -2.568 0.0 0.0 0.0 -0.272
H 5.072 2.481 -3.478 0.0 0.0 0.0 0.528
H 5.774 1.904 -1.138 0.0 0.0 0.0 0.497
H 4.395 0.326 0.159 0.0 0.0 0.0 0.340
H 1.763 -0.196 -2.965 0.0 0.0 0.0 0.681
```
Positions in Å, forces in eV/Å.